1.
{"formula": "C27H21F5N4PRuS3", "method": "ωB97M-V with the def2-TZVPD basis set", "species": ["Ru", "N", "C", "S", "N", "N", "C", "C", "C", "C", "C", "C", "C", "C", "C", "C", "C", "C", "N", "H", "H", "H", "H", "H", "H", "H", "H", "H", "H", "H", "S", "P", "S", "C", "C", "C", "C", "C", "C", "C", "C", "C", "C", "C", "C", "H", "H", "H", "H", "H", "H", "H", "H", "H", "H", "F", "C", "F", "C", "F", "F", "F"], "xyz": [[0.7732, 1.2844, 1.2010], [3.8643, -1.2646, 2.9279], [2.7739, -0.6624, 2.4293], [3.0133, 0.7458, 1.4265], [1.6035, -1.1974, 2.7264], [0.5582, -0.5307, 2.1954], [-0.6444, -0.9406, 2.5072], [-0.9402, -2.1547, 3.2705], [-1.8693, -2.1136, 4.3127], [-2.1496, -3.2556, 5.0446], [-1.5169, -4.4503, 4.7310], [-0.5916, -4.4990, 3.6949], [-0.2916, -3.3559, 2.9751], [-1.7121, -0.0377, 2.0339], [-3.0450, -0.4030, 2.0138], [-3.9954, 0.5252, 1.6141], [-3.5883, 1.7909, 1.2428], [-2.2347, 2.0790, 1.2336], [-1.3183, 1.1886, 1.6125], [4.7810, -0.8971, 2.7496], [3.7591, -2.0747, 3.5141], [-2.3508, -1.1778, 4.5732], [-2.8606, -3.2112, 5.8590], [-1.7394, -5.3440, 5.3006], [-0.0971, -5.4302, 3.4513], [0.4339, -3.3941, 2.1718], [-3.3234, -1.4079, 2.2972], [-5.0438, 0.2571, 1.5946], [-4.2976, 2.5512, 0.9491], [-1.8612, 3.0345, 0.9022], [1.1098, -0.9724, -0.7045], [0.6080, 0.4328, -2.0449], [0.2300, 2.1875, -1.0856], [1.8904, 0.6832, -3.2753], [2.7912, 1.7394, -3.1724], [3.7890, 1.8837, -4.1281], [3.8850, 0.9803, -5.1776], [2.9905, -0.0786, -5.2764], [1.9918, -0.2296, -4.3273], [-0.8657, -0.0413, -2.9684], [-1.6461, -1.1256, -2.5844], [-2.8066, -1.4235, -3.2912], [-3.1820, -0.6404, -4.3727], [-2.4025, 0.4461, -4.7556], [-1.2452, 0.7484, -4.0560], [2.7119, 2.4450, -2.3547], [4.4882, 2.7080, -4.0553], [4.6592, 1.1030, -5.9253], [3.0692, -0.7831, -6.0955], [1.2918, -1.0544, -4.4029], [-1.3399, -1.7373, -1.7456], [-3.4135, -2.2722, -2.9995], [-4.0805, -0.8801, -4.9274], [-2.6971, 1.0559, -5.6013], [-0.6356, 1.5949, -4.3533], [1.0130, 3.1729, 3.0612], [1.0564, 3.2910, 1.6826], [0.0172, 4.1112, 1.3530], [2.3596, 4.0796, 1.3363], [2.8684, 3.6692, 0.1682], [2.1230, 5.3824, 1.2496], [3.2818, 3.8697, 2.2746]], "forces_ev_per_angstrom": [[0.944, 0.478, -0.238], [0.060, 0.175, -0.138], [-0.340, -0.514, 0.388], [-0.372, 0.010, -0.134], [0.600, 0.336, -0.263], [-0.395, -0.460, 0.317], [0.004, 0.237, -0.229], [-0.003, -0.050, 0.147], [-0.005, 0.042, 0.049], [-0.002, 0.008, -0.009], [0.022, -0.007, 0.013], [-0.010, 0.007, 0.001], [-0.022, -0.057, -0.111], [0.059, -0.093, 0.049], [-0.123, -0.101, -0.022], [-0.063, -0.112, 0.029], [0.010, 0.094, -0.018], [-0.020, -0.041, -0.077], [-0.039, 0.020, 0.205], [0.024, -0.014, 0.024], [-0.029, -0.012, 0.006], [0.015, -0.044, -0.014], [0.024, -0.004, -0.009], [0.006, 0.026, -0.031], [-0.019, 0.014, 0.006], [-0.069, 0.004, 0.055], [-0.030, 0.048, 0.002], [0.026, -0.006, 0.008], [0.015, -0.008, -0.017], [0.007, 0.043, 0.020], [0.011, 0.016, 0.116], [-0.129, 0.270, -0.249], [0.104, -0.275, 0.080], [0.069, 0.019, -0.111], [0.069, -0.041, -0.048], [-0.018, 0.021, 0.034], [0.010, 0.020, 0.009], [-0.037, -0.020, 0.033], [0.055, -0.004, 0.008], [-0.077, -0.056, 0.003], [-0.078, 0.003, -0.078], [0.048, 0.003, 0.037], [0.025, -0.012, 0.007], [0.050, 0.030, 0.023], [-0.037, -0.013, -0.010], [-0.012, 0.007, -0.022], [-0.041, -0.044, 0.001], [-0.031, -0.009, 0.038], [-0.013, 0.035, 0.047], [0.015, 0.034, -0.024], [-0.018, -0.007, 0.012], [0.040, 0.031, -0.013], [0.017, 0.014, 0.025], [0.026, -0.034, 0.048], [-0.025, -0.027, -0.004], [-0.080, 0.097, -0.139], [-0.247, 0.203, 0.261], [0.002, -0.110, -0.094], [-0.205, -0.181, 0.115], [0.029, -0.025, -0.167], [0.092, 0.050, 0.036], [0.111, -0.015, 0.016]], "lumo_ha": [-0.1392, -0.2337], "e_homo_ev": [-10.28, -11.41], "spin_multiplicity": 5, "total_charge": 1}

=====

2.
{"formula": "C27H21MoN3O3PS", "method": "ωB97M-V with the def2-TZVPD basis set", "species": ["Mo", "N", "C", "S", "N", "N", "C", "C", "C", "C", "C", "C", "C", "O", "H", "H", "H", "H", "H", "H", "H", "O", "C", "O", "C", "C", "C", "C", "C", "C", "P", "C", "C", "C", "C", "C", "C", "C", "C", "C", "C", "C", "C", "H", "H", "H", "H", "H", "H", "H", "H", "H", "H", "H", "H", "H", "H"], "xyz": [[-0.5573, -1.1157, -0.8209], [-2.6736, -3.8101, -3.1242], [-1.7494, -2.9571, -2.7102], [-0.8945, -3.3612, -1.1819], [-1.5177, -1.8505, -3.3628], [-0.4941, -1.1003, -2.8220], [0.3137, -0.5069, -3.6707], [1.5520, 0.0599, -3.3153], [2.4007, 0.5877, -4.3130], [3.6954, 0.9182, -4.0054], [4.1785, 0.7019, -2.7075], [3.3684, 0.1982, -1.7038], [2.0490, -0.0949, -2.0031], [1.2170, -0.5682, -1.0488], [-2.8401, -4.6891, -2.6620], [-3.1836, -3.6129, -3.9750], [0.0217, -0.5753, -4.7158], [2.0226, 0.7064, -5.3207], [4.3523, 1.3183, -4.7648], [5.2131, 0.9288, -2.4838], [3.7596, 0.0146, -0.7125], [-4.3668, 0.1914, -0.7960], [-3.4291, 0.1319, -0.1066], [-2.1872, -0.3996, -0.6973], [-3.2449, 0.4385, 1.3245], [-4.4195, 0.6528, 2.0352], [-4.3794, 0.8858, 3.4058], [-3.1667, 0.9004, 4.0741], [-1.9811, 0.7000, 3.3730], [-2.0083, 0.4731, 1.9989], [-0.3857, 0.4058, 1.2448], [0.3523, 1.9764, 1.0375], [1.7166, 2.1164, 0.7261], [2.2454, 3.3800, 0.5713], [1.4253, 4.5000, 0.7029], [0.0708, 4.3641, 0.9910], [-0.4764, 3.1073, 1.1583], [0.5224, -0.9987, 1.8039], [1.8801, -1.0693, 2.1218], [2.4617, -2.3126, 2.2759], [1.7292, -3.4922, 2.0641], [0.3965, -3.4362, 1.7246], [-0.2285, -2.1848, 1.5751], [-5.3646, 0.6210, 1.5088], [-5.3019, 1.0468, 3.9474], [-3.1317, 1.0735, 5.1414], [-1.0389, 0.7372, 3.9084], [2.3493, 1.2485, 0.6179], [3.2975, 3.5040, 0.3539], [1.8487, 5.4886, 0.5820], [-0.5546, 5.2403, 1.0930], [-1.5264, 3.0046, 1.3991], [2.4537, -0.1703, 2.3000], [3.4982, -2.3817, 2.5808], [2.2120, -4.4504, 2.2033], [-0.1835, -4.3443, 1.6228], [-1.3181, -2.1398, 1.5568]], "forces_ev_per_angstrom": [[-0.034, -0.021, -0.033], [-0.003, 0.009, 0.000], [0.001, -0.002, -0.022], [-0.002, 0.036, 0.042], [-0.009, -0.002, 0.027], [0.027, 0.049, -0.067], [-0.027, -0.016, -0.008], [0.017, 0.005, 0.047], [-0.009, -0.003, -0.001], [0.016, 0.001, 0.017], [-0.006, 0.007, -0.023], [0.002, -0.008, 0.020], [0.012, 0.035, -0.083], [0.037, -0.010, 0.061], [0.002, 0.000, 0.000], [-0.003, -0.004, 0.000], [-0.007, -0.005, 0.002], [-0.006, -0.002, 0.002], [-0.001, 0.000, 0.000], [-0.001, 0.000, 0.002], [-0.007, -0.005, 0.002], [-0.025, 0.016, 0.006], [0.085, 0.045, -0.035], [-0.046, -0.120, 0.046], [-0.002, 0.000, 0.004], [-0.003, 0.001, 0.004], [0.014, 0.002, 0.007], [-0.016, 0.001, -0.014], [0.000, 0.002, 0.020], [-0.008, -0.005, -0.016], [0.027, -0.005, -0.012], [-0.008, -0.041, -0.014], [0.007, 0.008, -0.001], [0.000, 0.000, -0.002], [-0.010, -0.003, 0.000], [-0.005, 0.004, 0.000], [0.002, 0.005, 0.012], [0.005, 0.050, 0.009], [-0.004, 0.002, 0.009], [-0.005, -0.008, -0.005], [0.000, 0.012, -0.001], [0.023, -0.018, 0.019], [-0.030, -0.026, -0.015], [-0.001, 0.000, 0.001], [-0.001, 0.000, 0.001], [0.000, 0.000, 0.000], [0.001, 0.000, -0.004], [0.002, 0.008, 0.000], [0.000, -0.003, -0.001], [-0.001, 0.002, 0.001], [0.003, 0.003, 0.000], [-0.002, 0.004, -0.001], [0.003, -0.006, 0.004], [0.000, 0.001, 0.001], [-0.002, -0.001, 0.001], [-0.005, 0.003, 0.000], [0.001, 0.002, -0.007]], "lumo_ha": -0.4295, "e_homo_ev": -17.31, "spin_multiplicity": 1, "total_charge": 3}